1.
Here is a molecular structure, C35H58OP2Tl at a distorted geometry from OMol25. Energies are from ωB97M-V/def2-TZVPD.

Last column: Löwdin charge in e.
Atoms and positions in Å:
H: 1.40 0.17 -3.28  0.038
C: 3.23 -4.13 -2.03  -0.078
H: -1.21 0.78 4.38  0.108
H: 0.90 1.72 -4.01  0.043
H: 3.60 3.09 1.27  0.014
H: 7.07 0.78 -1.10  0.090
H: -0.65 3.27 2.20  0.067
H: -0.82 -1.99 3.17  0.083
C: -0.06 -4.81 -1.27  -0.334
C: -0.96 -5.73 -0.57  -0.130
H: -2.25 -2.62 2.36  0.101
H: 7.67 1.42 -3.14  0.112
C: -1.55 3.05 1.61  -0.025
H: -2.42 3.47 2.14  0.109
C: -0.78 -7.09 -0.66  -0.065
H: 5.61 1.87 0.51  0.103
H: 2.44 1.64 -3.19  -0.033
C: 4.72 3.05 -3.39  -0.179
H: 0.06 1.67 3.53  0.059
H: 3.80 -3.35 -2.58  0.043
C: 1.10 -6.79 -2.14  -0.074
H: 3.88 2.86 -4.08  0.109
H: -4.10 1.89 -0.62  0.107
H: 6.60 3.45 -4.38  0.145
H: 0.96 4.38 -1.67  0.032
C: -2.12 -5.14 0.22  -0.406
H: -3.74 -6.30 -0.66  0.081
H: -2.57 2.65 -1.02  0.062
H: 2.36 -5.24 -3.68  0.126
H: 4.04 0.66 0.53  -0.011
H: 1.89 -7.21 -2.74  0.103
H: 0.18 -0.08 3.70  0.082
C: 6.61 1.72 -1.38  -0.313
C: 2.70 2.79 1.85  -0.294
P: 1.74 1.42 1.07  0.902
H: -4.26 -4.73 -0.01  0.069
C: -1.74 1.59 1.41  -0.196
H: -1.45 3.57 0.65  0.077
C: -1.64 -0.69 1.69  -0.131
H: 6.01 1.76 -4.53  0.087
P: 0.55 1.95 -1.67  0.891
H: -3.38 -4.79 -1.52  0.083
C: -0.52 0.74 3.52  -0.051
H: 3.57 0.38 2.21  0.044
H: -2.03 -2.10 -0.82  0.089
H: -2.96 -5.14 2.22  0.069
C: -2.22 -5.69 1.63  -0.078
H: 5.19 4.23 0.44  0.105
C: 6.08 2.62 -3.83  -0.251
H: -2.49 -6.75 1.62  0.073
H: 2.98 -0.71 0.94  0.042
O: -0.16 -3.56 -1.10  -0.092
H: 0.96 -2.67 -2.77  0.055
H: -1.27 -5.58 2.15  0.082
C: 1.45 -3.28 -3.54  -0.090
H: -3.55 -2.14 0.08  0.105
C: 3.22 0.32 1.18  -0.295
C: -1.27 0.55 2.26  -0.193
C: -2.34 -0.44 0.48  -0.120
C: 2.02 -4.56 -2.87  -0.367
H: 1.38 3.67 -3.26  0.028
C: 7.09 2.26 -2.71  -0.238
H: 6.91 4.24 0.08  0.144
H: 0.40 -8.72 -1.46  0.089
C: 0.68 3.64 -2.42  -0.304
H: -2.99 1.10 -1.73  0.081
H: 2.88 -3.72 -1.08  0.074
H: -0.30 3.91 -2.84  0.037
H: 5.35 5.62 -1.39  0.131
C: -2.40 0.97 0.31  -0.173
C: -1.33 -2.03 2.21  0.002
C: -2.85 -1.47 -0.44  0.008
H: 6.61 4.66 -2.19  0.110
C: 0.25 -7.65 -1.42  -0.094
H: 2.51 3.01 -0.64  0.032
H: -3.37 -1.02 -1.29  0.085
C: 0.98 -5.41 -2.10  -0.126
H: 2.31 -2.75 -3.98  0.053
Tl: 5.00 0.12 -2.53  1.074
C: 5.92 2.39 -0.41  -0.095
H: -1.50 -7.74 -0.17  0.107
C: 2.10 1.99 -0.66  -0.587
C: -3.04 1.68 -0.81  -0.042
H: 7.80 3.08 -2.55  0.121
H: 3.85 -4.99 -1.74  0.080
H: 2.09 3.68 2.00  0.033
C: 4.57 3.98 -2.41  -0.086
H: 0.72 -3.54 -4.32  0.087
C: 1.41 1.26 -3.16  -0.317
C: 5.66 4.59 -1.64  -0.171
C: 5.93 3.88 -0.30  -0.153
H: 3.02 2.39 2.83  0.045
H: 2.83 1.31 -1.13  -0.025
H: -0.71 -2.61 1.52  0.100
H: 3.59 4.40 -2.18  0.106
H: -1.91 -4.08 0.30  0.068
C: -3.45 -5.25 -0.53  -0.065

Computed properties:
**Energy above the lowest of the compared OMol25 structures with the same formula, charge and spin**: 0.000 eV
**Orbital gap (alpha / beta)**: 2.46 / 2.41 eV
**Net charge**: +1
**HOMO energy (alpha / beta)**: -7.19 / -7.17 eV

2.
Here is 2 unconnected molecules or ions with the total composition C2H5N2O2S at a distorted geometry from OMol25. Energies are from ωB97M-V/def2-TZVPD.

Last column: Löwdin charge in e.
Atoms and positions in Å:
C: 0.43 0.68 -0.32  -0.246
H: -0.63 0.45 -0.04  -0.009
C: 1.84 -1.00 0.08  -0.815
O: 2.44 -2.16 -0.39  0.008
H: 0.36 1.36 -1.25  0.086
H: 1.05 1.17 0.46  0.087
H: 1.99 -2.61 -1.09  0.062
S: -1.09 -1.93 0.69  0.533
N: -1.78 -0.51 0.64  -0.545
H: -2.28 -0.48 -0.16  -0.105
O: 2.30 -0.59 1.11  0.002
N: 1.01 -0.47 -0.78  -0.059

Computed properties:
**Energy above the lowest of the compared OMol25 structures with the same formula, charge and spin**: 2.529 eV
**Orbital gap (alpha / beta)**: 7.13 / 7.14 eV
**Net charge**: -1
**HOMO energy (alpha / beta)**: -3.83 / -3.83 eV

3.
Here is a single C3H6O2S molecule at a distorted geometry from OMol25. Energies are from ωB97M-V/def2-TZVPD.

Last column: Löwdin charge in e.
Atoms and positions in Å:
C: 1.46 -0.54 0.28  -0.301
H: 2.05 1.22 -0.15  0.103
O: -0.15 1.06 -0.14  -0.140
S: -1.16 -1.32 -0.08  0.752
H: -2.10 0.96 0.60  0.045
O: 2.41 0.31 -0.23  -0.033
H: -1.27 2.60 0.69  0.100
H: -1.91 1.93 -0.85  0.101
C: 0.04 -0.22 0.04  -0.838
H: 1.75 -1.48 -0.10  0.107
C: -1.44 1.67 0.11  -0.056
H: 1.61 -0.57 1.42  0.159

Computed properties:
**Energy above the lowest of the compared OMol25 structures with the same formula, charge and spin**: 1.634 eV
**Orbital gap**: 9.33 eV
**HOMO energy**: -8.92 eV

4.
Here is a single C5H13NS molecule at a distorted geometry from OMol25. Energies are from ωB97M-V/def2-TZVPD.

Last column: Löwdin charge in e.
Atoms and positions in Å:
H: -0.82 2.13 -1.04  0.065
H: 0.01 -1.15 0.27  0.088
H: 1.94 0.91 0.85  0.105
H: 2.82 -1.08 0.86  0.088
H: 1.88 -0.40 -1.42  0.062
C: 0.98 0.53 1.22  -0.196
C: 2.12 -1.41 -1.08  -0.126
H: 1.40 -2.17 -1.38  0.079
H: 3.09 -1.77 -1.43  0.074
H: 0.08 2.44 1.05  0.098
H: -2.40 -0.28 -1.74  -0.155
H: 0.62 -1.50 1.88  0.108
S: -2.43 0.40 -0.59  0.705
N: 2.06 -1.55 0.38  -0.147
C: -0.23 1.43 0.81  -0.277
C: -0.78 1.14 -0.58  -0.584
H: -0.90 1.31 1.67  0.098
H: -0.06 0.57 -1.16  0.050
C: 0.83 -0.98 0.96  -0.234
H: 1.03 0.74 2.29  0.098

Computed properties:
**Energy above the lowest of the compared OMol25 structures with the same formula, charge and spin**: 1.126 eV
**Orbital gap**: 9.60 eV
**HOMO energy**: -8.69 eV